A gas-phase ion, CH6NOS (charge +1) in a non-equilibrium geometry, computed with wB97M-V/def2-TZVPD.

Geometry (Å):
C1 -0.11 -0.06 -0.60
N1 0.56 0.83 0.48
O1 0.82 -0.75 -1.34
S1 -1.33 -1.19 0.78
H1 -0.90 0.49 -0.97
H2 1.24 0.31 0.92
H3 -0.12 1.08 1.24
H4 1.07 1.66 0.08
H5 1.07 -1.52 -0.68
H6 -2.30 -0.85 0.09

Its orbital gap is 9.9 eV. The charge is +1. The value obtained for the total energy is -569.54969 a.u. The value obtained for the HOMO energy is -0.536 Ha. Its SMILES is [NH3+][C@@H](O)S. For the energy relative to the best compared isomer or geometry (same formula, charge and spin), the calculation gives 1.6654 eV.